(1)
15 unconnected molecules or ions with the total composition C45H130N10O15, computed with ωB97M-V with the def2-TZVPD basis set.

Geometry (Å):
C (1.406, -1.964, 7.677)
C (1.559, -2.525, 6.267)
C (0.653, -1.894, 5.211)
O (0.814, -2.620, 4.015)
C (-0.086, -3.727, 3.817)
N (2.995, -2.245, 5.899)
H (1.631, -0.896, 7.691)
H (2.138, -2.404, 8.358)
H (0.439, -2.176, 8.139)
H (1.452, -3.614, 6.222)
H (1.040, -0.871, 5.148)
H (-0.381, -1.791, 5.558)
H (0.388, -4.157, 2.934)
H (-1.052, -3.278, 3.582)
H (0.015, -4.394, 4.673)
H (3.185, -3.056, 5.305)
H (3.522, -2.511, 6.727)
C (-2.081, 6.435, -1.183)
C (-1.736, 6.828, 0.240)
C (-0.698, 5.885, 0.892)
O (-0.575, 6.353, 2.229)
C (0.114, 5.426, 3.040)
N (-1.128, 8.179, 0.126)
H (-2.605, 5.476, -1.243)
H (-1.161, 6.287, -1.750)
H (-2.668, 7.208, -1.674)
H (-2.521, 6.777, 1.001)
H (0.316, 5.889, 0.497)
H (-1.258, 4.950, 0.764)
H (0.453, 5.781, 4.014)
H (1.086, 5.179, 2.591)
H (-0.472, 4.513, 3.161)
H (-0.688, 8.355, 1.027)
H (-1.819, 8.915, 0.028)
C (-5.107, 3.218, -1.278)
C (-5.193, 2.058, -0.308)
C (-5.639, 0.794, -0.992)
O (-6.856, 0.899, -1.692)
C (-7.559, -0.310, -1.883)
N (-3.870, 1.944, 0.319)
H (-6.058, 3.454, -1.765)
H (-4.391, 3.010, -2.076)
H (-4.861, 4.172, -0.803)
H (-5.934, 2.292, 0.471)
H (-5.778, 0.022, -0.212)
H (-4.896, 0.288, -1.629)
H (-7.036, -1.211, -1.559)
H (-7.814, -0.359, -2.944)
H (-8.509, -0.257, -1.343)
H (-3.641, 2.911, 0.525)
H (-3.964, 1.504, 1.233)
C (4.628, 0.423, 1.480)
C (4.916, -0.365, 2.737)
C (6.174, 0.029, 3.484)
O (7.356, -0.547, 2.952)
C (8.482, 0.188, 3.341)
N (3.728, -0.139, 3.620)
H (4.207, 1.416, 1.644)
H (3.756, -0.058, 1.015)
H (5.419, 0.363, 0.732)
H (4.828, -1.446, 2.594)
H (6.142, -0.249, 4.550)
H (6.243, 1.119, 3.600)
H (9.377, -0.241, 2.894)
H (8.672, 0.162, 4.425)
H (8.399, 1.259, 3.131)
H (3.694, -0.731, 4.445)
H (2.901, -0.296, 3.056)
C (-0.183, 4.667, -4.113)
C (1.353, 4.376, -4.084)
C (2.033, 4.637, -2.754)
O (1.568, 3.698, -1.787)
C (2.236, 3.875, -0.554)
N (1.622, 2.974, -4.511)
H (-0.397, 5.731, -4.223)
H (-0.548, 4.411, -3.111)
H (-0.754, 4.063, -4.812)
H (1.756, 4.960, -4.913)
H (1.727, 5.628, -2.402)
H (3.119, 4.526, -2.796)
H (2.012, 3.193, 0.262)
H (2.049, 4.897, -0.209)
H (3.307, 3.803, -0.774)
H (1.521, 2.392, -3.678)
H (0.832, 2.636, -5.048)
C (0.472, 1.095, 2.464)
C (0.283, -0.158, 1.652)
C (-0.210, 0.163, 0.226)
O (-0.659, -1.033, -0.386)
C (-2.070, -1.158, -0.520)
N (1.484, -1.015, 1.607)
H (1.243, 1.792, 2.124)
H (0.852, 0.800, 3.448)
H (-0.458, 1.640, 2.637)
H (-0.431, -0.854, 2.113)
H (0.620, 0.513, -0.396)
H (-1.019, 0.901, 0.245)
H (-2.297, -0.370, -1.247)
H (-2.618, -0.955, 0.405)
H (-2.403, -2.117, -0.907)
H (1.451, -1.533, 0.729)
H (1.359, -1.745, 2.302)
C (0.575, -3.906, -3.835)
C (-0.841, -3.743, -4.402)
C (-1.585, -5.030, -4.726)
O (-1.263, -5.743, -5.897)
C (-1.385, -4.977, -7.077)
N (-1.604, -2.822, -3.511)
H (0.530, -4.458, -2.895)
H (1.047, -2.937, -3.672)
H (1.234, -4.476, -4.493)
H (-0.784, -3.107, -5.296)
H (-2.668, -4.828, -4.762)
H (-1.499, -5.756, -3.912)
H (-0.492, -4.357, -7.200)
H (-2.284, -4.353, -7.059)
H (-1.435, -5.632, -7.947)
H (-2.544, -2.637, -3.854)
H (-1.113, -1.940, -3.617)
C (3.457, 0.832, -1.991)
C (4.424, -0.080, -2.704)
C (3.732, -1.254, -3.447)
O (4.690, -2.309, -3.361)
C (4.357, -3.491, -4.040)
N (5.365, 0.672, -3.533)
H (2.936, 1.454, -2.723)
H (3.865, 1.458, -1.201)
H (2.680, 0.216, -1.526)
H (5.056, -0.484, -1.909)
H (3.368, -1.147, -4.474)
H (2.885, -1.640, -2.858)
H (4.218, -3.390, -5.119)
H (3.466, -3.898, -3.541)
H (5.133, -4.240, -3.881)
H (4.820, 1.047, -4.315)
H (5.982, 0.043, -4.045)
C (2.576, 4.298, 8.617)
C (2.685, 2.874, 8.058)
C (2.057, 2.760, 6.672)
O (0.683, 3.015, 6.670)
C (-0.055, 2.510, 5.610)
N (4.095, 2.463, 7.993)
H (2.958, 4.268, 9.643)
H (1.508, 4.473, 8.752)
H (3.139, 5.104, 8.152)
H (2.122, 2.197, 8.704)
H (2.298, 1.779, 6.230)
H (2.577, 3.430, 5.964)
H (0.096, 1.422, 5.515)
H (0.268, 2.911, 4.640)
H (-1.109, 2.685, 5.823)
H (4.186, 1.623, 7.421)
H (4.536, 3.159, 7.390)
C (-3.077, -0.626, -7.006)
C (-4.149, -1.695, -7.210)
C (-5.030, -1.877, -5.982)
O (-4.347, -2.420, -4.863)
C (-5.138, -2.474, -3.702)
N (-5.035, -1.362, -8.320)
H (-2.735, -0.748, -5.973)
H (-3.428, 0.402, -7.077)
H (-2.227, -0.814, -7.660)
H (-3.619, -2.651, -7.314)
H (-5.967, -2.442, -6.077)
H (-5.394, -0.884, -5.668)
H (-4.527, -2.590, -2.808)
H (-5.889, -3.267, -3.768)
H (-5.641, -1.503, -3.578)
H (-5.794, -2.029, -8.413)
H (-4.518, -1.421, -9.192)
C (-4.749, -5.726, -1.957)
O (-4.288, -4.652, -1.162)
H (-4.550, -5.556, -3.021)
H (-4.286, -6.676, -1.677)
H (-5.825, -5.803, -1.811)
H (-3.345, -4.517, -1.342)
C (-0.624, -4.591, -0.016)
O (-1.364, -4.575, -1.232)
H (-0.417, -3.577, 0.337)
H (-1.267, -5.099, 0.700)
H (0.333, -5.112, -0.103)
H (-1.102, -3.817, -1.791)
C (3.673, -4.282, 2.911)
O (3.332, -4.814, 4.186)
H (3.017, -3.461, 2.623)
H (4.675, -3.835, 2.925)
H (3.687, -5.097, 2.185)
H (3.634, -5.722, 4.237)
C (-0.996, 1.087, -3.968)
O (-0.214, 0.056, -3.399)
H (-0.773, 1.208, -5.027)
H (-2.067, 0.868, -3.873)
H (-0.817, 2.038, -3.465)
H (-0.385, 0.035, -2.448)
C (-3.454, -1.383, 4.106)
O (-3.685, -2.736, 4.482)
H (-3.642, -1.221, 3.046)
H (-4.105, -0.769, 4.733)
H (-2.396, -1.153, 4.277)
H (-3.379, -2.841, 5.386)

- energy above the lowest of the compared OMol25 structures with the same formula, charge and spin (kcal per mole) = 3.7
- net charge = 0
- frontier orbital gap (eV) = 8.6
- strongest force on any atom (eV/Å) = 2.46
- HOMO level (eV) = -8.2863
- lowest unoccupied orbital energy (eV) = 0.28


(2)
2 unconnected molecules or ions with the total composition C3H8OS, computed with ωB97M-V with the def2-TZVPD basis set.

Geometry (Å):
C (1.742, 2.219, -0.366)
C (1.008, 2.142, 1.009)
O (0.887, 3.194, 1.627)
H (1.808, 3.119, -0.940)
H (1.308, 1.559, -1.114)
H (2.632, 1.915, -0.054)
H (0.617, 1.093, 1.358)
C (-0.636, -2.479, 0.387)
S (-1.496, -2.219, -1.167)
H (-1.196, -2.473, 1.229)
H (-0.482, -3.648, 0.247)
H (0.315, -1.862, 0.488)
H (-0.849, -1.042, -1.725)

- energy above the lowest of the compared OMol25 structures with the same formula, charge and spin (kcal per mole) = 44.8
- net charge = 0
- frontier orbital gap (eV) = 9.6
- SMILES = CC=O.CS
- strongest force on any atom (eV/Å) = 4.95
- HOMO level (eV) = -9.0906
- lowest unoccupied orbital energy (eV) = 0.53


(3)
12 unconnected molecules or ions with the total composition C42H102O30P6, computed with ωB97M-V with the def2-TZVPD basis set.

Geometry (Å):
C (-22.579, -2.897, -14.565)
O (-21.513, -3.839, -14.505)
P (-20.661, -3.996, -13.147)
O (-20.665, -2.759, -12.369)
O (-21.279, -5.321, -12.497)
C (-20.610, -6.029, -11.489)
O (-19.211, -4.464, -13.598)
C (-19.157, -5.551, -14.529)
H (-22.736, -2.327, -13.651)
H (-23.501, -3.417, -14.824)
H (-22.378, -2.194, -15.375)
H (-19.589, -5.681, -11.300)
H (-20.764, -7.104, -11.461)
H (-21.056, -5.682, -10.542)
H (-20.135, -5.983, -14.759)
H (-18.550, -6.393, -14.209)
H (-18.887, -5.246, -15.542)
C (-19.410, -6.096, -5.375)
O (-18.020, -6.418, -5.219)
P (-17.172, -7.005, -6.456)
O (-17.960, -7.705, -7.478)
O (-16.039, -7.895, -5.747)
C (-16.485, -9.159, -5.252)
O (-16.348, -5.728, -6.976)
C (-17.088, -4.738, -7.680)
H (-19.839, -6.410, -6.329)
H (-19.444, -5.007, -5.466)
H (-19.971, -6.491, -4.536)
H (-17.177, -9.000, -4.429)
H (-15.624, -9.758, -4.959)
H (-16.926, -9.772, -6.042)
H (-17.051, -3.752, -7.222)
H (-18.116, -5.073, -7.840)
H (-16.645, -4.629, -8.673)
C (-20.912, 0.647, -10.418)
O (-21.019, 1.399, -9.202)
P (-19.740, 1.977, -8.454)
O (-18.597, 1.076, -8.261)
O (-20.466, 2.459, -7.108)
C (-20.990, 1.452, -6.223)
O (-19.421, 3.367, -9.182)
C (-18.762, 4.402, -8.449)
H (-21.524, -0.244, -10.253)
H (-19.925, 0.227, -10.611)
H (-21.361, 1.160, -11.264)
H (-20.551, 1.676, -5.255)
H (-20.652, 0.437, -6.453)
H (-22.072, 1.440, -6.326)
H (-18.068, 4.018, -7.700)
H (-19.459, 5.071, -7.943)
H (-18.207, 4.983, -9.183)
C (-13.384, -4.953, -8.493)
O (-13.344, -3.536, -8.273)
P (-13.955, -2.811, -7.029)
O (-14.224, -3.694, -5.883)
O (-13.085, -1.491, -6.778)
C (-11.694, -1.546, -6.514)
O (-15.191, -2.134, -7.789)
C (-15.928, -1.040, -7.259)
H (-14.144, -5.105, -9.264)
H (-13.701, -5.529, -7.626)
H (-12.418, -5.242, -8.896)
H (-11.163, -0.727, -7.002)
H (-11.127, -2.429, -6.814)
H (-11.481, -1.381, -5.456)
H (-16.237, -1.188, -6.220)
H (-16.680, -0.836, -8.018)
H (-15.296, -0.146, -7.172)
C (-22.144, 4.401, -13.879)
O (-22.365, 3.514, -14.960)
P (-22.381, 1.920, -14.787)
O (-23.335, 1.432, -13.790)
O (-22.545, 1.499, -16.299)
C (-23.815, 1.075, -16.802)
O (-20.816, 1.599, -14.522)
C (-20.416, 0.421, -13.871)
H (-21.296, 5.080, -13.985)
H (-21.891, 3.847, -12.969)
H (-23.063, 4.973, -13.756)
H (-24.574, 1.187, -16.024)
H (-23.846, 0.046, -17.156)
H (-24.035, 1.758, -17.624)
H (-20.095, -0.345, -14.579)
H (-21.203, -0.051, -13.268)
H (-19.649, 0.520, -13.100)
C (-13.433, 2.977, -5.719)
O (-14.042, 2.683, -6.972)
P (-14.040, 3.805, -8.124)
O (-12.824, 4.625, -8.204)
O (-14.373, 2.985, -9.480)
C (-15.631, 2.335, -9.494)
O (-15.399, 4.643, -7.947)
C (-15.536, 5.796, -8.757)
H (-13.871, 3.842, -5.223)
H (-12.345, 2.969, -5.728)
H (-13.718, 2.135, -5.082)
H (-15.894, 1.913, -10.468)
H (-16.490, 2.967, -9.264)
H (-15.669, 1.480, -8.815)
H (-15.645, 5.475, -9.795)
H (-14.759, 6.564, -8.768)
H (-16.405, 6.377, -8.447)
C (-15.511, 2.709, -13.975)
C (-16.753, 1.857, -14.009)
C (-17.035, 1.630, -15.494)
O (-15.881, 2.045, -16.209)
C (-15.224, 3.059, -15.449)
H (-14.734, 1.992, -13.688)
H (-15.482, 3.541, -13.274)
H (-17.615, 2.310, -13.511)
H (-16.579, 0.890, -13.542)
H (-18.008, 2.005, -15.821)
H (-17.072, 0.544, -15.625)
H (-15.765, 3.968, -15.757)
H (-14.180, 3.265, -15.671)
C (-17.480, -2.324, -10.706)
C (-16.550, -3.292, -11.433)
C (-16.084, -2.510, -12.684)
O (-16.188, -1.134, -12.322)
C (-16.918, -0.961, -11.121)
H (-17.441, -2.446, -9.622)
H (-18.512, -2.401, -11.047)
H (-17.025, -4.205, -11.800)
H (-15.610, -3.507, -10.922)
H (-16.635, -2.802, -13.583)
H (-15.051, -2.790, -12.910)
H (-17.818, -0.367, -11.310)
H (-16.222, -0.486, -10.427)
C (-15.109, -6.967, -11.556)
C (-15.815, -7.878, -10.546)
C (-17.234, -7.921, -11.082)
O (-17.271, -7.077, -12.245)
C (-15.942, -7.086, -12.830)
H (-14.025, -7.039, -11.631)
H (-15.307, -5.973, -11.146)
H (-15.853, -7.470, -9.534)
H (-15.342, -8.858, -10.469)
H (-18.073, -7.752, -10.402)
H (-17.556, -8.931, -11.385)
H (-15.909, -6.159, -13.398)
H (-15.789, -7.975, -13.442)
C (-12.820, -0.585, -11.430)
C (-11.922, -1.707, -10.896)
C (-10.791, -1.034, -10.141)
O (-10.705, 0.292, -10.686)
C (-12.036, 0.672, -11.151)
H (-13.757, -0.582, -10.867)
H (-13.041, -0.716, -12.486)
H (-11.539, -2.124, -11.829)
H (-12.403, -2.388, -10.198)
H (-9.804, -1.442, -10.364)
H (-10.978, -1.014, -9.065)
H (-11.731, 1.180, -12.069)
H (-12.371, 1.323, -10.340)
C (-20.417, -2.844, -7.765)
C (-21.609, -2.617, -6.831)
C (-22.575, -3.747, -7.217)
O (-21.974, -4.390, -8.327)
C (-20.977, -3.612, -8.964)
H (-19.752, -3.518, -7.219)
H (-19.794, -1.968, -7.959)
H (-22.148, -1.672, -6.924)
H (-21.203, -2.649, -5.819)
H (-23.547, -3.344, -7.511)
H (-22.745, -4.453, -6.403)
H (-21.377, -2.980, -9.762)
H (-20.092, -4.098, -9.380)
C (-16.588, -3.268, -16.259)
C (-16.025, -1.862, -16.614)
C (-14.497, -1.976, -16.286)
O (-14.209, -3.346, -16.202)
C (-15.393, -4.107, -15.908)
H (-17.104, -3.685, -17.126)
H (-17.301, -3.202, -15.439)
H (-16.455, -1.210, -15.853)
H (-16.268, -1.552, -17.624)
H (-14.330, -1.431, -15.355)
H (-14.022, -1.507, -17.148)
H (-15.253, -4.258, -14.828)
H (-15.396, -5.101, -16.356)

- energy above the lowest of the compared OMol25 structures with the same formula, charge and spin (kcal per mole) = 155.1
- net charge = 0
- frontier orbital gap (eV) = 9.5
- SMILES = COP(=O)(OC)OC.COP(=O)(OC)OC.COP(=O)(OC)OC.COP(=O)(OC)OC.COP(=O)(OC)OC.COP(=O)(OC)OC.C1CCOC1.C1CCOC1.C1CCOC1.C1CCOC1.C1CCOC1.C1CCOC1
- strongest force on any atom (eV/Å) = 3.27
- HOMO level (eV) = -9.0467
- lowest unoccupied orbital energy (eV) = 0.47